1.
C37H53MgN4O2P2 | wB97M-V/def2-TZVPD

Geometry (Å):
C: 2.030 -1.866 -1.231
C: 2.084 0.316 -2.132
C: 3.012 -2.280 -2.152
C: 2.792 -0.180 -3.262
C: 3.324 -1.446 -3.230
H: 3.373 -3.316 -2.120
H: 3.016 0.499 -4.085
H: 4.000 -1.800 -4.032
N: 1.566 -0.596 -1.213
P: -0.149 -2.729 0.546
P: 1.308 2.412 -0.475
C: 1.546 -2.917 -0.229
H: 1.557 -3.884 -0.764
H: 2.294 -2.963 0.584
C: 1.918 1.733 -2.017
H: 1.911 2.300 -2.951
C: -0.134 3.762 -0.727
C: 3.034 3.157 -0.093
C: -1.256 -3.593 -0.763
C: 0.017 -3.881 2.077
C: -1.494 3.334 -0.136
H: -1.453 3.129 0.942
H: -2.203 4.167 -0.278
H: -1.927 2.456 -0.626
C: 0.236 5.071 -0.007
H: 0.305 4.938 1.084
H: 1.165 5.529 -0.361
H: -0.564 5.811 -0.179
C: -0.318 3.960 -2.230
H: -1.080 4.742 -2.381
H: 0.609 4.277 -2.725
H: -0.680 3.036 -2.704
C: 3.063 3.803 1.294
H: 2.807 3.082 2.083
H: 4.091 4.151 1.484
H: 2.402 4.674 1.380
C: 4.065 2.013 -0.104
H: 3.749 1.151 0.504
H: 4.266 1.678 -1.129
H: 5.000 2.411 0.318
C: 3.357 4.168 -1.207
H: 3.036 3.819 -2.197
H: 2.898 5.147 -1.016
H: 4.447 4.313 -1.278
C: -1.376 -4.209 2.617
H: -1.250 -4.747 3.573
H: -1.954 -3.295 2.818
H: -1.952 -4.868 1.950
C: 0.785 -3.086 3.146
H: 1.815 -2.863 2.840
H: 0.271 -2.149 3.397
H: 0.839 -3.695 4.062
C: 0.776 -5.191 1.834
H: 0.888 -5.699 2.806
H: 0.242 -5.889 1.180
H: 1.777 -5.003 1.432
C: -0.886 -3.101 -2.172
H: -1.629 -3.487 -2.890
H: -0.888 -2.009 -2.240
H: 0.094 -3.487 -2.488
C: -2.695 -3.169 -0.420
H: -2.792 -2.078 -0.417
H: -3.379 -3.571 -1.182
H: -3.014 -3.552 0.560
C: -1.156 -5.122 -0.798
H: -0.131 -5.479 -0.976
H: -1.566 -5.610 0.095
H: -1.766 -5.458 -1.654
Mg: -0.064 0.034 0.253
C: 2.023 -0.050 1.833
O: 2.814 -0.180 2.652
N: -1.943 -0.048 -0.959
C: -2.593 0.072 -1.949
C: -2.767 0.452 -3.333
C: -4.005 0.537 -3.997
C: -1.581 0.723 -4.058
C: -4.035 0.783 -5.365
H: -4.932 0.407 -3.440
C: -1.630 0.995 -5.421
H: -0.596 0.683 -3.570
C: -2.854 0.975 -6.087
H: -4.995 0.832 -5.867
H: -0.720 1.254 -5.967
H: -2.889 1.164 -7.162
N: -2.347 0.672 7.345
C: -1.945 1.652 6.461
O: -1.906 2.834 6.784
C: -1.603 1.210 5.061
C: -1.943 -0.036 4.505
C: -1.578 -0.325 3.183
N: -0.836 0.519 2.421
C: -0.543 1.735 2.945
C: -0.936 2.115 4.232
H: -2.444 0.979 8.304
H: -2.122 -0.288 7.200
H: -2.496 -0.781 5.079
H: -1.917 -1.246 2.698
H: 0.018 2.435 2.311
H: -0.710 3.121 4.571

Cartesian forces, eV/Å:
C 1.1 -0.2 -0.9
C -1.0 1.5 -0.2
C -1.1 -0.8 0.9
C 0.7 -0.6 -0.3
C 0.2 0.6 -0.5
H -0.1 0.5 0.0
H 0.0 -0.1 0.3
H -0.6 0.3 0.5
N -0.3 -0.1 0.5
P 0.6 -0.7 -0.7
P -0.2 -0.4 -0.4
C 0.0 0.1 -0.1
H 0.1 0.3 0.4
H -0.3 -0.1 -0.2
C -2.1 -2.0 -0.2
H 0.4 -0.1 0.4
C 1.0 -0.2 0.1
C -0.8 0.6 0.5
C 0.0 0.1 0.5
C -0.1 0.2 -0.3
C 0.2 -0.2 0.0
H 0.0 0.1 -0.2
H 0.2 -0.3 0.0
H 0.1 0.1 0.0
C -0.2 0.3 -0.1
H 0.0 0.0 -0.3
H -0.3 -0.2 0.1
H 0.2 -0.2 0.0
C -0.2 0.4 0.0
H 0.2 -0.2 -0.1
H -0.2 -0.1 0.1
H 0.2 0.3 0.1
C 0.4 0.3 0.1
H 0.0 0.1 -0.2
H -0.3 0.0 0.1
H 0.2 -0.3 0.0
C 0.0 0.1 -0.2
H 0.2 0.3 -0.3
H -0.1 0.0 0.4
H -0.2 -0.1 -0.1
C 0.4 0.2 0.0
H 0.1 0.1 0.4
H 0.2 -0.3 -0.1
H -0.2 0.0 0.1
C -0.1 -0.1 0.3
H -0.1 0.2 -0.3
H 0.0 -0.3 0.0
H 0.2 0.3 0.2
C -0.1 0.0 0.1
H -0.2 0.0 0.0
H 0.2 -0.1 0.0
H 0.0 0.2 -0.2
C 0.0 -0.1 0.0
H 0.1 0.2 -0.2
H 0.2 0.3 0.1
H -0.2 -0.2 0.1
C 0.0 0.1 0.0
H 0.2 0.1 0.3
H 0.2 -0.1 -0.1
H -0.2 0.2 0.1
C -0.1 -0.1 -0.1
H 0.0 -0.4 0.1
H 0.1 0.1 0.2
H 0.1 0.1 -0.3
C -0.2 -0.2 -0.2
H -0.3 0.1 0.1
H 0.2 0.1 -0.2
H 0.2 0.0 0.3
Mg 0.9 0.0 0.0
C 1.8 -0.6 2.1
O -1.8 0.4 -2.0
N -2.6 0.5 -3.1
C 3.7 0.6 2.8
C -0.5 -0.1 -0.8
C 0.2 -0.2 0.3
C 0.5 -0.3 0.3
C 0.1 0.0 0.1
H 0.2 -0.1 -0.2
C -0.2 0.1 0.1
H -0.5 0.0 0.0
C -0.1 0.2 0.2
H 0.1 0.0 0.0
H -0.2 -0.3 0.3
H 0.0 -0.1 0.4
N 0.3 1.0 -0.4
C -0.4 0.6 1.2
O 0.1 -1.2 -0.6
C 0.2 -0.3 -0.9
C 0.2 0.2 -0.2
C 0.2 0.6 0.0
N -0.5 0.3 0.2
C -0.3 -0.5 0.3
C 0.2 -0.1 -0.3
H 0.0 -0.1 -0.2
H 0.1 -0.4 -0.1
H 0.1 0.2 -0.2
H 0.3 0.4 0.2
H -0.2 -0.5 0.3
H 0.0 -0.2 0.1

Values from the calculation:
total charge	+1
Kohn-Sham gap	5.38	eV
energy relative to the best compared isomer or geometry (same formula, charge and spin)	18.0	kJ/mol
2S+1	1

---

2.
C5H14N2 | wB97M-V/def2-TZVPD

Geometry (Å):
C: -1.059 2.944 1.437
C: -1.026 2.148 0.122
C: -0.112 0.857 0.499
N: -0.267 -0.228 -0.487
C: -0.183 -1.608 -0.194
C: 0.893 -2.455 -1.050
N: 2.386 -2.156 -1.167
H: -0.397 3.827 1.392
H: -0.660 2.302 2.326
H: -2.103 3.116 1.608
H: -2.058 1.788 0.062
H: -0.764 2.506 -0.870
H: 0.996 1.135 0.461
H: -0.383 0.415 1.463
H: -1.039 0.048 -1.100
H: -1.129 -2.096 -0.495
H: 0.091 -1.801 0.798
H: 0.475 -2.303 -2.049
H: 0.705 -3.482 -0.747
H: 2.829 -2.071 -0.306
H: 2.806 -2.887 -1.703

Cartesian forces, eV/Å:
C 1.8 -0.2 0.4
C 0.6 -3.4 2.0
C 0.7 -0.1 -1.8
N -0.8 2.1 -1.2
C 1.4 -0.9 -2.1
C -0.1 1.0 -0.6
N -3.1 0.6 -0.9
H -0.8 -0.1 0.2
H -0.8 1.1 -1.6
H -0.3 1.0 0.6
H 0.1 -0.4 -0.5
H 0.4 0.7 0.4
H -1.4 0.1 0.6
H 0.0 0.6 0.2
H 0.5 -0.7 0.3
H 0.4 -0.1 0.6
H -0.2 0.0 1.9
H 0.4 -0.4 -0.2
H 0.0 -0.3 0.0
H 0.8 0.0 1.8
H 0.2 -0.4 -0.2

Values from the calculation:
SMILES string	CCCNCCN
Kohn-Sham gap	9.20	eV
energy relative to the best compared isomer or geometry (same formula, charge and spin)	221.5	kJ/mol
2S+1	1

---

3.
C21H36P2Re | wB97M-V/def2-TZVPD

Geometry (Å):
P: -0.279 -2.105 -1.903
P: -0.107 1.579 -1.804
C: -0.663 -0.902 -3.262
C: 0.161 0.357 -3.258
H: -1.736 -0.674 -3.248
H: -0.454 -1.425 -4.206
H: 1.234 0.149 -3.394
H: -0.157 0.954 -4.118
C: -1.507 2.492 -2.553
H: -1.844 3.364 -1.974
H: -2.341 1.784 -2.665
H: -1.170 2.900 -3.513
C: 1.245 2.531 -2.749
H: 0.940 2.593 -3.782
H: 2.185 1.974 -2.724
H: 1.422 3.571 -2.411
C: -1.449 -3.393 -2.434
H: -1.397 -4.251 -1.757
H: -1.216 -3.705 -3.461
H: -2.453 -2.963 -2.414
C: 1.280 -2.794 -2.741
H: 2.032 -2.009 -2.902
H: 1.032 -3.262 -3.700
H: 1.727 -3.559 -2.089
Re: -1.600 -1.076 1.922
C: 1.250 2.422 -0.232
C: -0.116 2.456 -0.102
C: -0.803 1.163 0.482
C: -1.112 -2.123 0.338
C: 0.445 -2.518 -0.276
C: 1.672 -1.699 -0.052
C: 1.760 -0.304 -0.359
C: 1.842 1.286 0.401
C: -0.275 -2.378 2.963
H: 1.832 3.379 -0.307
H: -0.781 3.282 -0.420
H: -0.405 0.256 -0.155
H: -1.913 1.172 0.500
H: -2.538 -2.254 2.528
H: -1.856 -2.096 -0.546
H: 0.641 -3.605 -0.155
H: 2.288 -2.113 0.697
H: 1.076 -0.159 -1.238
H: 2.804 -0.294 -0.744
H: 1.440 1.144 1.410
H: 2.922 1.490 0.418
H: 0.693 -2.115 3.465
H: 0.033 -3.380 2.525
H: -0.848 -2.749 3.850
C: -0.373 2.297 5.721
C: -1.583 1.736 5.320
C: -1.668 0.919 4.163
C: -0.566 0.565 3.398
C: 0.653 1.189 3.768
C: 0.742 2.033 4.920
H: -0.306 2.897 6.637
H: -2.479 1.901 5.923
H: -2.642 0.535 3.857
H: 1.585 1.059 3.219
H: 1.701 2.473 5.224

Cartesian forces, eV/Å:
P 2.9 -4.2 -4.0
P 0.2 2.4 -5.5
C -0.3 1.4 0.7
C -0.8 -1.5 0.1
H 0.1 0.0 0.1
H 0.0 -0.5 0.6
H -0.4 0.1 0.4
H 0.0 0.1 0.3
C -0.5 0.2 0.1
H 0.0 -0.5 -0.1
H 0.1 0.4 -0.1
H -0.3 -0.4 0.1
C 0.1 0.7 0.7
H 0.0 0.0 -0.3
H 0.0 0.2 0.2
H -0.2 -0.6 -0.1
C -0.3 0.0 0.4
H -0.1 0.1 -0.2
H 0.0 0.2 0.4
H -0.1 -0.3 0.0
C -0.3 0.1 -0.3
H -0.1 -0.2 0.0
H 0.1 0.2 0.1
H -0.2 0.3 -0.3
Re 4.2 -0.9 1.0
C -0.4 2.5 3.3
C -1.2 -0.5 1.0
C 0.4 -1.1 -3.0
C 0.3 1.7 0.6
C -2.6 1.6 1.5
C -2.8 -0.7 2.4
C 1.6 2.4 -2.2
C 2.4 -3.0 0.4
C 0.9 -2.1 1.4
H -0.6 -1.3 -0.7
H 0.9 -0.1 0.9
H -0.8 1.2 2.2
H 0.4 0.4 -0.3
H -0.6 0.0 0.0
H 0.5 0.0 1.3
H -0.3 0.7 -0.4
H 1.2 -0.4 0.5
H 0.8 -0.1 0.4
H -0.5 0.5 -0.3
H -0.2 0.1 -0.2
H -0.3 -0.5 0.4
H -0.8 1.0 -0.8
H -0.9 1.2 -0.4
H 0.0 0.5 -0.5
C -0.2 -0.5 -0.5
C -0.4 -0.4 -0.2
C 0.0 0.3 0.6
C -0.3 0.1 -1.0
C 0.0 0.5 0.8
C 0.1 -0.6 -0.7
H 0.0 -0.2 -0.5
H 0.2 0.0 -0.3
H -0.4 0.0 0.3
H -0.2 -0.2 0.2
H -0.3 -0.3 -0.4

Values from the calculation:
total charge	+2
Kohn-Sham gap (alpha / beta)	5.00 / 5.70	eV
energy relative to the best compared isomer or geometry (same formula, charge and spin)	1058.3	kJ/mol
2S+1	4
⟨S²⟩	3.9251